Model w:
Computed, not measured: a cluster of 2 separate species, C4H12 in total, with ωB97M-V/def2-TZVPD.

Positions of all 16 atoms, in Å:
C1 0.137 2.050 0.122
C2 -0.733 3.270 0.410
H1 -0.102 1.235 0.851
H2 -0.100 1.714 -0.870
H3 1.247 2.160 0.277
H4 -1.684 2.935 0.820
H5 -1.016 3.908 -0.368
H6 -0.350 3.914 1.105
C3 0.258 -1.935 -0.108
C4 0.507 -3.457 -0.406
H7 0.415 -1.316 -1.043
H8 -0.811 -1.794 0.113
H9 0.929 -1.492 0.571
H10 -0.619 -3.674 -0.771
H11 0.729 -3.987 0.546
H12 1.193 -3.531 -1.248

Summary:
**Kohn-Sham gap**: 12.69 eV
**M**: 60.140 g/mol
**SMILES**: CC.CC
**Net charge**: 0
**E_HOMO**: -11.569 eV

natural (NBO) atomic charge list, values in e, 6 entries: -0.613 -0.609 0.205 0.207 0.206 0.200

---

Model x:
Computed, not measured: a cluster of 2 separate species, C4H12 in total, with ωB97M-V/def2-TZVPD.

Positions of all 16 atoms, in Å:
C1 0.253 1.759 -1.363
C2 1.316 1.940 -0.254
H1 -0.602 2.406 -1.188
H2 0.611 1.976 -2.368
H3 -0.105 0.728 -1.366
H4 2.305 2.023 -0.709
H5 1.299 1.086 0.423
H6 1.140 2.821 0.356
C3 -1.282 -1.959 0.253
C4 -0.272 -1.743 1.373
H7 -1.128 -1.201 -0.513
H8 -1.200 -2.932 -0.232
H9 -2.305 -1.849 0.607
H10 -0.478 -2.316 2.280
H11 -0.275 -0.685 1.644
H12 0.724 -2.055 1.058

Summary:
**Kohn-Sham gap**: 12.91 eV
**M**: 60.140 g/mol
**SMILES**: CC.CC
**Net charge**: 0
**E_HOMO**: -11.722 eV

natural (NBO) atomic charge list, values in e, 6 entries: -0.612 -0.613 0.204 0.205 0.201 0.206

---

Model y:
Computed, not measured: a cluster of 2 separate species, C4H12 in total, with ωB97M-V/def2-TZVPD.

Positions of all 16 atoms, in Å:
C1 -1.386 -0.227 1.380
C2 -2.110 1.064 1.066
H1 -0.917 -0.774 0.483
H2 -0.498 0.121 2.035
H3 -1.957 -1.123 1.794
H4 -1.575 1.676 0.347
H5 -2.658 1.558 1.749
H6 -2.989 0.597 0.498
C3 2.501 -0.081 -1.107
C4 1.069 -0.718 -1.325
H7 3.348 -0.441 -1.607
H8 2.326 0.987 -1.197
H9 2.687 -0.165 0.009
H10 0.559 -1.447 -0.560
H11 0.417 0.065 -1.369
H12 0.811 -1.280 -2.266

Summary:
**Kohn-Sham gap**: 11.97 eV
**M**: 60.140 g/mol
**SMILES**: CC.CC
**Net charge**: 0
**E_HOMO**: -10.847 eV

natural (NBO) atomic charge list, values in e, 6 entries: -0.619 -0.615 0.211 0.196 0.213 0.209

---

Model z:
Computed, not measured: a cluster of 2 separate species, C4H12 in total, with ωB97M-V/def2-TZVPD.

Positions of all 16 atoms, in Å:
C1 1.801 0.796 0.098
C2 2.513 0.277 1.311
H1 2.360 1.622 -0.289
H2 1.939 0.180 -0.824
H3 0.762 1.113 0.334
H4 2.151 -0.605 1.768
H5 2.083 0.948 2.132
H6 3.559 0.265 1.344
C3 -2.498 0.147 -0.704
C4 -1.797 -1.224 -0.756
H7 -3.063 0.372 -1.723
H8 -3.367 -0.034 -0.071
H9 -1.778 0.977 -0.357
H10 -0.800 -1.025 -1.137
H11 -2.296 -2.137 -1.210
H12 -1.660 -1.650 0.329

Summary:
**Kohn-Sham gap**: 12.16 eV
**M**: 60.140 g/mol
**SMILES**: CC.CC
**Net charge**: 0
**E_HOMO**: -11.056 eV

natural (NBO) atomic charge list, values in e, 6 entries: -0.616 -0.611 0.207 0.202 0.209 0.205

---

So which one wins? Going from most stable to least: model x, model w, model z, model y.

---

Model w:
Computed, not measured: a cluster of 2 separate species, C4H12 in total, with ωB97M-V/def2-TZVPD.

Positions of all 16 atoms, in Å:
C1 -0.084 2.504 -0.697
C2 -0.733 1.280 -0.029
H1 -0.014 2.380 -1.777
H2 -0.562 3.446 -0.440
H3 0.960 2.590 -0.385
H4 -1.489 0.864 -0.686
H5 -0.005 0.574 0.338
H6 -1.174 1.603 0.920
C3 0.455 -1.939 -0.408
C4 0.347 -1.844 1.108
H7 -0.326 -1.503 -1.042
H8 1.290 -1.411 -0.881
H9 0.490 -2.999 -0.661
H10 -0.588 -2.260 1.473
H11 1.225 -2.355 1.505
H12 0.442 -0.830 1.489

Summary:
**Kohn-Sham gap**: 12.81 eV
**M**: 60.140 g/mol
**SMILES**: CC.CC
**Net charge**: 0
**E_HOMO**: -11.622 eV

natural (NBO) atomic charge list, values in e, 6 entries: -0.610 -0.614 0.202 0.205 0.200 0.206

---

Model x:
Computed, not measured: a cluster of 2 separate species, C4H12 in total, with ωB97M-V/def2-TZVPD.

Positions of all 16 atoms, in Å:
C1 -0.801 1.034 1.821
C2 -1.807 2.070 1.001
H1 -0.188 0.662 0.989
H2 -0.129 1.451 2.661
H3 -1.382 0.174 2.218
H4 -1.332 2.226 0.052
H5 -1.668 3.034 1.559
H6 -2.781 1.559 1.119
C3 0.521 -1.508 -1.054
C4 1.913 -1.525 -1.796
H7 0.739 -1.413 -0.011
H8 -0.037 -0.635 -1.489
H9 0.080 -2.489 -1.281
H10 1.935 -0.961 -2.645
H11 2.707 -1.106 -1.099
H12 2.231 -2.574 -2.045

Summary:
**Kohn-Sham gap**: 12.35 eV
**M**: 60.140 g/mol
**SMILES**: CC.CC
**Net charge**: 0
**E_HOMO**: -11.228 eV

natural (NBO) atomic charge list, values in e, 6 entries: -0.621 -0.623 0.201 0.206 0.201 0.208

---

So which one wins? Going from most stable to least: model w, model x.

---

Model w:
Computed, not measured: a cluster of 2 separate species, C4H12 in total, with ωB97M-V/def2-TZVPD.

Positions of all 16 atoms, in Å:
C1 -0.199 -2.449 -0.670
C2 -0.894 -1.104 -0.925
H1 -0.609 -2.930 0.222
H2 -0.480 -3.168 -1.439
H3 0.878 -2.336 -0.613
H4 -0.310 -0.502 -1.616
H5 -1.047 -0.567 0.006
H6 -1.910 -1.295 -1.271
C3 0.489 1.375 1.435
C4 0.628 2.190 0.157
H7 0.526 1.996 2.327
H8 -0.372 0.707 1.446
H9 1.300 0.643 1.500
H10 -0.295 2.727 -0.085
H11 0.905 1.581 -0.701
H12 1.358 2.981 0.303

Summary:
**Kohn-Sham gap**: 12.67 eV
**M**: 60.140 g/mol
**SMILES**: CC.CC
**Net charge**: 0
**E_HOMO**: -11.496 eV

natural (NBO) atomic charge list, values in e, 6 entries: -0.608 -0.605 0.201 0.202 0.204 0.203

---

Model x:
Computed, not measured: a cluster of 2 separate species, C4H12 in total, with ωB97M-V/def2-TZVPD.

Positions of all 16 atoms, in Å:
C1 -0.480 1.282 0.810
C2 -1.425 0.807 1.907
H1 0.428 1.739 1.195
H2 -0.154 0.446 0.189
H3 -1.040 1.921 0.126
H4 -2.019 1.608 2.351
H5 -2.158 0.105 1.505
H6 -0.902 0.302 2.720
C3 0.330 -1.017 -1.782
C4 1.579 -1.055 -0.920
H7 -0.274 -1.909 -1.642
H8 -0.324 -0.190 -1.497
H9 0.551 -0.795 -2.827
H10 1.466 -1.339 0.130
H11 2.270 -0.220 -0.979
H12 2.178 -1.909 -1.280

Summary:
**Kohn-Sham gap**: 12.55 eV
**M**: 60.140 g/mol
**SMILES**: CC.CC
**Net charge**: 0
**E_HOMO**: -11.379 eV

natural (NBO) atomic charge list, values in e, 6 entries: -0.611 -0.606 0.205 0.207 0.201 0.202

---

So which one wins? Going from most stable to least: model w, model x.

---

Model w:
Computed, not measured: a cluster of 2 separate species, C4H12 in total, with ωB97M-V/def2-TZVPD.

Positions of all 16 atoms, in Å:
C1 1.513 -0.463 -0.446
C2 2.637 -1.426 -0.058
H1 0.956 -0.152 0.434
H2 1.855 0.478 -0.884
H3 0.794 -0.930 -1.118
H4 3.387 -0.895 0.524
H5 2.257 -2.231 0.562
H6 3.129 -1.813 -0.941
C3 -1.890 0.798 0.973
C4 -2.177 1.033 -0.513
H7 -2.797 1.094 1.524
H8 -1.767 -0.269 1.196
H9 -1.082 1.405 1.371
H10 -2.450 2.079 -0.620
H11 -3.032 0.440 -0.832
H12 -1.331 0.851 -1.174

Summary:
**Kohn-Sham gap**: 12.90 eV
**M**: 60.140 g/mol
**SMILES**: CC.CC
**Net charge**: 0
**E_HOMO**: -11.736 eV

natural (NBO) atomic charge list, values in e, 6 entries: -0.607 -0.604 0.202 0.202 0.201 0.201

---

Model x:
Computed, not measured: a cluster of 2 separate species, C4H12 in total, with ωB97M-V/def2-TZVPD.

Positions of all 16 atoms, in Å:
C1 0.622 0.049 -1.720
C2 -0.588 0.324 -2.579
H1 1.484 -0.109 -2.367
H2 0.807 0.914 -1.079
H3 0.445 -0.793 -1.062
H4 -0.661 1.356 -2.912
H5 -1.523 0.218 -1.995
H6 -0.827 -0.332 -3.413
C3 -0.089 -0.680 1.541
C4 0.131 0.283 2.737
H7 -0.734 -0.273 0.771
H8 0.889 -0.886 1.123
H9 -0.558 -1.605 1.886
H10 0.682 -0.281 3.494
H11 -0.841 0.659 3.006
H12 0.760 1.157 2.568

Summary:
**Kohn-Sham gap**: 12.59 eV
**M**: 60.140 g/mol
**SMILES**: CC.CC
**Net charge**: 0
**E_HOMO**: -11.454 eV

natural (NBO) atomic charge list, values in e, 6 entries: -0.610 -0.613 0.204 0.204 0.209 0.203

---

Model y:
Computed, not measured: a cluster of 2 separate species, C4H12 in total, with ωB97M-V/def2-TZVPD.

Positions of all 16 atoms, in Å:
C1 -0.240 -0.221 1.772
C2 -1.086 -0.211 3.058
H1 0.014 0.789 1.444
H2 0.726 -0.678 1.989
H3 -0.694 -0.727 0.923
H4 -0.784 0.663 3.631
H5 -0.930 -1.179 3.534
H6 -2.166 -0.137 2.928
C3 0.270 0.529 -1.812
C4 1.001 -0.139 -2.972
H7 0.480 -0.060 -0.922
H8 0.643 1.544 -1.680
H9 -0.810 0.576 -1.943
H10 0.928 0.444 -3.901
H11 0.568 -1.102 -3.233
H12 2.080 -0.090 -2.817

Summary:
**Kohn-Sham gap**: 12.64 eV
**M**: 60.140 g/mol
**SMILES**: CC.CC
**Net charge**: 0
**E_HOMO**: -11.516 eV

natural (NBO) atomic charge list, values in e, 6 entries: -0.609 -0.611 0.201 0.202 0.204 0.206

---

Model z:
Computed, not measured: a cluster of 2 separate species, C4H12 in total, with ωB97M-V/def2-TZVPD.

Positions of all 16 atoms, in Å:
C1 0.531 -1.555 -0.118
C2 0.437 -1.557 -1.714
H1 -0.266 -1.035 0.357
H2 0.529 -2.639 0.191
H3 1.525 -1.091 0.162
H4 0.166 -0.685 -2.156
H5 -0.365 -2.275 -2.002
H6 1.322 -1.818 -2.358
C3 -1.169 1.568 0.584
C4 0.164 1.609 1.319
H7 -1.012 2.192 -0.321
H8 -1.392 0.633 0.149
H9 -1.902 1.886 1.379
H10 0.005 1.731 2.435
H11 0.809 2.389 0.938
H12 0.618 0.647 1.154

Summary:
**Kohn-Sham gap**: 12.50 eV
**M**: 60.140 g/mol
**SMILES**: CC.CC
**Net charge**: 0
**E_HOMO**: -11.337 eV

natural (NBO) atomic charge list, values in e, 6 entries: -0.610 -0.612 0.205 0.209 0.205 0.198

---

So which one wins? Going from most stable to least: model w, model y, model x, model z.